1.
This record from the OMol25 dataset describes a 2-piece molecular cluster, C8H22N4O4P overall. The level of theory is wB97M-V/def2-TZVPD.

The geometry in ORCA input format:
```
! wB97M-V def2-TZVPD RIJCOSX def2/J DEFGRID3
* xyz -1 1
N -4.22 0.80 1.65
C -4.61 0.90 0.45
N -4.57 2.16 -0.20
N -5.14 -0.23 -0.28
C -4.56 -0.50 -1.60
C -3.08 -0.91 -1.56
C -2.24 -0.37 -2.71
C -0.72 -0.39 -2.40
N -0.21 0.75 -1.71
H -4.37 -0.16 1.94
H -4.52 2.07 -1.21
H -5.35 2.75 0.06
H -6.13 -0.05 -0.41
H -4.67 0.34 -2.30
H -5.17 -1.32 -2.01
H -3.03 -2.01 -1.55
H -2.64 -0.58 -0.61
H -2.47 -0.93 -3.63
H -2.51 0.68 -2.88
H -0.55 -1.38 -1.90
H -0.20 -0.48 -3.37
H -0.68 0.77 -0.79
C 4.77 -1.02 3.96
O 3.87 -0.11 3.34
P 3.71 -0.20 1.76
O 3.53 -1.56 1.25
O 5.05 0.46 1.17
C 6.00 -0.37 0.52
O 2.64 0.91 1.58
C 2.16 1.27 0.24
H 4.71 -2.00 3.50
H 5.79 -0.64 3.90
H 4.48 -1.09 5.01
H 5.53 -0.96 -0.27
H 6.47 -1.06 1.23
H 6.76 0.29 0.10
H 1.35 0.63 -0.12
H 2.99 1.23 -0.47
H 1.80 2.29 0.33
*
```

Highest occupied orbital energy in Ha: -0.0608
E_LUMO in Eh: 0.1037
Kohn-Sham gap in eV: 4.475

List of natural (NBO) charges in e, atom by atom: atom 1 (N): -0.64, atom 2 (C): 0.55, atom 3 (N): -0.85, atom 4 (N): -0.68, atom 5 (C): -0.21, atom 6 (C): -0.43, atom 7 (C): -0.43, atom 8 (C): -0.20, atom 9 (N): -1.12, atom 10 (H): 0.34, atom 11 (H): 0.37, atom 12 (H): 0.37, atom 13 (H): 0.36, atom 14 (H): 0.15, atom 15 (H): 0.19, atom 16 (H): 0.19, atom 17 (H): 0.21, atom 18 (H): 0.16, atom 19 (H): 0.19, atom 20 (H): 0.10, atom 21 (H): 0.14, atom 22 (H): 0.27, atom 23 (C): -0.26, atom 24 (O): -0.80, atom 25 (P): 2.57, atom 26 (O): -1.12, atom 27 (O): -0.83, atom 28 (C): -0.24, atom 29 (O): -0.82, atom 30 (C): -0.27, atom 31 (H): 0.20, atom 32 (H): 0.17, atom 33 (H): 0.19, atom 34 (H): 0.20, atom 35 (H): 0.17, atom 36 (H): 0.18, atom 37 (H): 0.27, atom 38 (H): 0.17, atom 39 (H): 0.19

***

2.
This record from the OMol25 dataset describes one molecule with the formula C2H9N3O. The level of theory is wB97M-V/def2-TZVPD.

The geometry in ORCA input format:
```
! wB97M-V def2-TZVPD RIJCOSX def2/J DEFGRID3
* xyz 0 1
N 1.89 0.79 0.91
O 1.32 -0.53 1.17
C -0.10 -0.49 0.97
C -0.47 -0.46 -0.53
N -0.52 0.89 -1.06
N -1.81 -0.91 -0.80
H 2.26 1.03 1.83
H 2.71 0.54 0.35
H -0.49 -1.42 1.42
H -0.55 0.34 1.53
H 0.25 -1.05 -1.10
H 0.28 1.39 -0.63
H -0.30 0.86 -2.05
H -2.44 -0.32 -0.25
H -2.03 -0.67 -1.76
*
```

Highest occupied orbital energy in Ha: -0.3309
E_LUMO in Eh: 0.0364
Energy above the lowest of the compared OMol25 structures with the same formula, charge and spin in kJ/mol: 268.1
Structure (SMILES): NOCC(N)N
Kohn-Sham gap in eV: 9.995

List of natural (NBO) charges in e, atom by atom: atom 1 (N): -0.54, atom 2 (O): -0.42, atom 3 (C): -0.09, atom 4 (C): 0.07, atom 5 (N): -0.86, atom 6 (N): -0.82, atom 7 (H): 0.35, atom 8 (H): 0.35, atom 9 (H): 0.21, atom 10 (H): 0.18, atom 11 (H): 0.16, atom 12 (H): 0.37, atom 13 (H): 0.35, atom 14 (H): 0.35, atom 15 (H): 0.35